C33H26BrCl5IrN4O2P | wB97M-V/def2-TZVPD

The geometry in XYZ format:
```
73
Properties=species:S:1:pos:R:3
Ir -0.371 -1.206 -0.319
O -6.608 -1.207 -0.217
C -5.296 -1.117 -0.231
C -4.574 0.065 -0.013
C -3.206 0.024 -0.056
N -2.513 -1.113 -0.285
C -3.223 -2.232 -0.506
Br -2.200 -3.765 -0.895
C -4.587 -2.299 -0.491
H -7.055 -0.367 -0.037
H -5.077 1.002 0.186
H -2.615 0.915 0.101
H -5.116 -3.223 -0.678
N -0.087 -2.689 1.555
C 1.038 -2.422 2.436
C 1.635 -3.437 3.161
C 2.700 -3.139 4.001
C 3.164 -1.834 4.119
C 2.572 -0.818 3.386
C 1.503 -1.113 2.540
P 0.725 0.156 1.543
C 1.955 1.361 1.075
C 2.015 2.616 1.679
C 3.040 3.488 1.341
C 3.996 3.111 0.408
C 3.943 1.853 -0.185
C 2.927 0.977 0.147
C -0.629 0.909 2.430
C -1.214 2.080 1.930
C -2.278 2.652 2.604
C -2.775 2.055 3.759
C -2.206 0.887 4.248
C -1.130 0.310 3.589
H -0.964 -2.650 2.074
H -0.025 -3.638 1.192
H 1.273 -4.456 3.081
H 3.168 -3.932 4.568
H 3.993 -1.611 4.777
H 2.945 0.196 3.460
H 1.282 2.911 2.418
H 3.098 4.458 1.816
H 4.795 3.794 0.151
H 4.706 1.558 -0.893
H 2.900 -0.015 -0.291
H -0.821 2.547 1.033
H -2.712 3.575 2.242
H -3.599 2.514 4.290
H -2.582 0.438 5.157
H -0.661 -0.576 4.001
Cl -2.052 3.975 -5.951
C -1.538 3.080 -4.635
C -1.819 1.679 -4.581
Cl -2.659 0.947 -5.865
C -1.408 0.943 -3.504
Cl -1.704 -0.743 -3.424
C -0.703 1.558 -2.398
O -0.341 0.926 -1.374
C -0.406 2.976 -2.506
Cl 0.482 3.673 -1.233
C -0.818 3.715 -3.585
Cl -0.474 5.376 -3.686
C 3.375 -1.532 -4.411
N 2.459 -1.970 -3.356
C 2.244 -3.277 -2.982
C 1.325 -3.249 -1.988
N 0.982 -1.931 -1.745
C 1.693 -1.191 -2.600
H 3.061 -1.954 -5.363
H 4.384 -1.862 -4.178
H 3.354 -0.447 -4.469
H 2.757 -4.097 -3.455
H 0.895 -4.069 -1.440
H 1.659 -0.117 -2.670
```

Values from the calculation:
<S²> ... 8.791
Energy above the lowest of the compared OMol25 structures with the same formula, charge and spin ... 1.7 kJ/mol
LUMO energy (spin up / spin down) ... -7.327 / -10.543 eV
Spin multiplicity ... 6
Charge ... +3
E_HOMO (spin up / spin down) ... -15.9 / -16.6 eV

=====

C33H26BrF5KN8S4 | wB97M-V/def2-TZVPD

The geometry in XYZ format:
```
78
Properties=species:S:1:pos:R:3
K 1.605 -0.408 0.261
S 1.511 2.541 1.139
C 2.206 3.539 -0.124
C 2.221 4.917 0.114
C 2.730 5.843 -0.787
C 2.702 7.233 -0.465
N 2.671 8.349 -0.186
C 3.262 5.379 -1.999
C 3.256 4.016 -2.254
C 2.742 3.068 -1.361
S 2.785 1.398 -1.859
C 3.804 6.278 -2.968
N 4.240 7.002 -3.749
H 1.814 5.270 1.052
H 3.667 3.656 -3.188
Br -4.134 -1.787 6.196
C -2.688 -2.128 5.015
C -2.836 -1.874 3.659
C -1.776 -2.086 2.805
C -0.569 -2.527 3.315
C -0.430 -2.792 4.668
C -1.498 -2.594 5.532
N 0.515 -2.653 2.414
C 1.214 -3.703 2.465
C 2.356 -3.953 1.558
C 2.997 -5.184 1.616
C 4.031 -5.445 0.731
C 4.382 -4.466 -0.180
C 3.687 -3.262 -0.157
N 2.703 -2.998 0.691
H -3.768 -1.495 3.267
H -1.855 -1.793 1.765
H 0.530 -3.103 5.063
H -1.395 -2.771 6.592
H 0.979 -4.516 3.163
H 2.679 -5.922 2.339
H 4.547 -6.395 0.752
H 5.175 -4.618 -0.898
H 3.942 -2.472 -0.854
N -3.559 2.892 -1.014
C -2.407 3.314 -1.807
C -1.099 2.928 -1.116
N -1.195 1.562 -0.516
H -4.309 3.564 -1.055
H -2.167 1.220 -0.414
H -3.920 1.989 -1.307
H -2.417 4.402 -1.896
H -2.422 2.915 -2.824
H -0.842 3.605 -0.306
H -0.258 2.922 -1.809
H -0.710 0.857 -1.087
H -0.773 1.585 0.426
F -1.593 -3.441 -5.383
C -2.006 -2.870 -4.235
C -2.148 -3.622 -3.079
F -1.875 -4.938 -3.113
C -2.563 -3.024 -1.904
F -2.657 -3.816 -0.823
C -2.848 -1.656 -1.798
S -3.294 -0.908 -0.301
C -2.705 -0.948 -2.993
F -2.899 0.388 -3.004
C -2.297 -1.518 -4.182
F -2.127 -0.760 -5.280
S -0.567 1.122 4.877
C -2.057 1.895 4.595
C -2.362 1.826 3.274
N -1.433 1.207 2.495
C -0.455 0.762 3.210
H -2.634 2.329 5.389
H -3.249 2.231 2.813
H 0.431 0.348 2.763
C 1.481 -1.061 -4.380
C 0.749 -0.873 -3.145
N 0.193 -0.672 -2.164
H 2.009 -2.012 -4.359
H 2.191 -0.238 -4.466
H 0.788 -1.051 -5.220
```

Values from the calculation:
Energy above the lowest of the compared OMol25 structures with the same formula, charge and spin ... 0.0 kJ/mol
LUMO energy ... 0.931 eV
Spin multiplicity ... 1
Charge ... -1
E_HOMO ... -4.0 eV

=====

C33H26Cl2IrN7O3S3Te | wB97M-V/def2-TZVPD

The geometry in XYZ format:
```
76
Properties=species:S:1:pos:R:3
Ir 0.068 0.319 0.200
Cl -0.786 2.499 1.873
C -1.553 3.479 0.641
C -1.904 4.759 1.032
C -2.521 5.600 0.120
C -2.775 5.156 -1.165
C -2.411 3.873 -1.535
Cl -2.739 3.379 -3.162
C -1.790 2.980 -0.644
S -1.359 1.380 -1.232
H -1.692 5.083 2.040
H -2.803 6.601 0.413
H -3.253 5.795 -1.893
O -1.770 -8.064 6.908
S -1.142 -7.491 5.739
O 0.062 -6.742 6.039
O -0.960 -8.440 4.662
C -2.337 -6.248 5.089
N -3.605 -6.460 5.369
C -4.457 -5.567 4.878
C -4.031 -4.476 4.133
C -2.661 -4.360 3.914
N -1.812 -5.269 4.390
C -2.052 -3.249 3.150
C -0.799 -3.424 2.569
C -0.243 -2.385 1.852
N -0.856 -1.203 1.703
C -2.049 -1.028 2.274
C -2.681 -2.018 3.001
H -5.508 -5.729 5.086
H -4.743 -3.770 3.730
H -0.270 -4.360 2.682
H 0.722 -2.488 1.373
H -2.507 -0.056 2.129
H -3.639 -1.805 3.453
N 0.923 0.437 3.542
C 2.079 0.178 2.867
C 3.300 0.163 3.566
C 4.456 -0.127 2.894
C 4.394 -0.407 1.526
C 3.170 -0.352 0.914
N 2.014 -0.051 1.546
H 0.958 0.451 4.546
H 0.061 0.120 3.132
H 3.303 0.371 4.627
H 5.401 -0.152 3.421
H 5.275 -0.662 0.957
H 3.080 -0.554 -0.140
Te 1.743 2.174 -1.220
C 2.751 1.153 -2.758
C 4.027 0.634 -2.570
C 4.629 -0.100 -3.585
C 3.963 -0.313 -4.785
C 2.693 0.218 -4.974
C 2.083 0.948 -3.966
H 4.563 0.805 -1.644
H 5.626 -0.496 -3.440
H 4.438 -0.880 -5.574
H 2.174 0.066 -5.912
H 1.089 1.351 -4.120
N 1.989 -1.896 -1.983
C 0.734 -2.356 -1.760
N -0.227 -1.650 -1.230
C -1.406 -2.400 -1.173
C -2.644 -1.945 -0.716
C -3.714 -2.820 -0.698
C -3.577 -4.141 -1.124
C -2.363 -4.605 -1.592
C -1.292 -3.723 -1.613
S 0.334 -4.006 -2.168
H 2.038 -0.898 -2.151
H 2.575 -2.436 -2.602
H -2.765 -0.918 -0.407
H -4.681 -2.470 -0.360
H -4.432 -4.804 -1.102
H -2.253 -5.624 -1.939
```

Values from the calculation:
<S²> ... 8.786
Energy above the lowest of the compared OMol25 structures with the same formula, charge and spin ... 26.1 kJ/mol
LUMO energy (spin up / spin down) ... -3.271 / -6.227 eV
Spin multiplicity ... 6
Charge ... +1
E_HOMO (spin up / spin down) ... -9.0 / -10.8 eV

=====

C33H27CdClN3O7S2Sb | wB97M-V/def2-TZVPD

The geometry in XYZ format:
```
75
Properties=species:S:1:pos:R:3
Cd 0.502 0.263 -0.674
O 1.508 1.161 1.964
C 1.726 2.483 2.001
C 2.594 3.065 2.918
C 2.875 4.428 2.869
C 2.292 5.206 1.876
C 1.429 4.631 0.950
C 1.110 3.270 0.990
C 0.207 2.604 0.067
N -0.300 3.332 -1.007
N -1.061 2.781 -1.838
C -4.107 0.306 -0.275
O -3.530 -0.288 0.543
C -3.284 -1.597 -2.855
C -4.193 -1.486 -3.904
C -5.105 -2.509 -4.102
C -5.048 -3.666 -3.329
C -4.009 -3.832 -2.428
C -3.098 -2.803 -2.203
H 3.052 2.429 3.669
H 3.550 4.871 3.594
H 2.508 6.268 1.822
H 0.973 5.234 0.174
H -0.486 1.916 0.558
H -4.062 -0.700 -4.633
H -5.837 -2.424 -4.897
H -5.795 -4.441 -3.456
H -3.901 -4.762 -1.884
H -2.271 -2.908 -1.515
O 0.333 -3.455 -1.379
H 1.247 -3.710 -1.535
H 0.329 -3.143 -0.461
S 1.154 -1.493 1.135
Sb 0.137 -0.209 2.829
C -1.577 -1.485 3.255
C -2.710 -0.997 3.901
C -3.824 -1.807 4.092
C -3.818 -3.115 3.632
C -2.692 -3.613 2.991
C -1.582 -2.801 2.800
C 1.335 -0.558 4.543
C 2.715 -0.437 4.423
C 3.528 -0.643 5.530
C 2.967 -0.974 6.757
C 1.590 -1.101 6.878
C 0.776 -0.893 5.771
C -0.840 1.615 3.396
C -2.001 2.062 2.772
C -2.529 3.307 3.083
C -1.899 4.114 4.021
C -0.744 3.673 4.647
C -0.213 2.428 4.334
H -2.736 0.027 4.254
H -4.704 -1.405 4.579
H -4.695 -3.740 3.758
H -2.685 -4.629 2.613
H -0.719 -3.177 2.264
H 3.138 -0.180 3.458
H 4.603 -0.543 5.434
H 3.603 -1.133 7.619
H 1.149 -1.363 7.832
H -0.300 -0.994 5.866
H -2.489 1.448 2.023
H -3.419 3.653 2.571
H -2.299 5.095 4.248
H -0.232 4.309 5.360
H 0.703 2.104 4.812
S -0.307 -0.543 -4.472
C 0.910 -0.440 -3.398
N 1.711 -0.344 -2.538
O -2.887 0.790 -3.373
Cl -2.475 -0.088 -2.235
O -4.889 0.947 -0.853
O -1.354 -0.902 -1.545
O -1.229 1.456 -1.544
```

Values from the calculation:
Energy above the lowest of the compared OMol25 structures with the same formula, charge and spin ... 513.5 kJ/mol
LUMO energy ... 4.082 eV
Spin multiplicity ... 1
Charge ... -2
E_HOMO ... -0.8 eV

=====

C33H27ClFN3O5Pt | wB97M-V/def2-TZVPD

The geometry in XYZ format:
```
71
Properties=species:S:1:pos:R:3
Pt -1.086 0.797 0.812
Cl 0.224 5.732 5.819
C 0.134 4.320 4.869
C 1.229 3.439 4.825
C 1.165 2.315 4.043
C 0.026 2.032 3.242
O 0.053 0.959 2.500
C -1.100 2.914 3.337
C -2.332 2.685 2.643
N -2.547 1.732 1.799
C -3.812 1.493 1.178
C -5.024 1.738 1.750
C -6.211 1.483 1.029
C -6.159 1.002 -0.246
C -4.911 0.723 -0.851
C -4.760 0.226 -2.166
C -3.514 -0.041 -2.662
C -2.393 0.150 -1.842
N -2.512 0.623 -0.620
C -3.745 0.939 -0.108
C -1.014 4.041 4.160
H 2.112 3.659 5.411
H 1.980 1.605 4.001
H -3.143 3.384 2.833
H -5.076 2.099 2.770
H -7.165 1.668 1.502
H -7.069 0.811 -0.801
H -5.643 0.056 -2.771
H -3.374 -0.417 -3.665
H -1.391 -0.089 -2.173
H -1.862 4.708 4.254
C 3.431 -5.314 -0.178
C 2.373 -5.108 -1.254
C 2.895 -5.274 -2.672
C 3.947 -4.219 -2.986
C 3.408 -2.840 -2.692
C 3.940 -1.733 -3.304
C 3.389 -0.469 -3.083
F 3.922 0.577 -3.714
C 2.320 -0.281 -2.263
C 1.785 -1.387 -1.579
C 0.705 -1.197 -0.634
O 0.287 0.026 -0.469
C 0.205 -2.328 -0.018
C 0.781 -3.559 -0.284
N 1.784 -3.745 -1.116
C 2.326 -2.664 -1.798
C -0.951 -2.352 0.935
O -1.360 -3.416 1.304
O -1.457 -1.200 1.323
H 3.891 -6.295 -0.293
H 2.982 -5.262 0.815
H 4.214 -4.557 -0.236
H 1.558 -5.813 -1.093
H 2.064 -5.171 -3.374
H 3.300 -6.277 -2.786
H 4.232 -4.275 -4.036
H 4.857 -4.394 -2.408
H 4.779 -1.834 -3.982
H 1.877 0.696 -2.155
H 0.378 -4.430 0.220
C 0.686 4.889 -0.529
C 0.590 3.488 -0.020
C 1.837 2.711 0.251
O -0.532 3.003 0.163
H 1.667 5.108 -0.941
H 0.495 5.578 0.299
H -0.090 5.066 -1.273
H 2.738 3.272 0.024
H 1.808 1.793 -0.335
H 1.860 2.402 1.299
```

Values from the calculation:
Energy above the lowest of the compared OMol25 structures with the same formula, charge and spin ... 24.9 kJ/mol
LUMO energy ... -7.834 eV
Spin multiplicity ... 1
Charge ... +2
E_HOMO ... -13.2 eV

=====

C33H27GeN4PtSe2 | wB97M-V/def2-TZVPD

The geometry in XYZ format:
```
68
Properties=species:S:1:pos:R:3
Pt 0.156 1.043 0.310
Se 0.030 3.333 1.998
Se 1.390 2.083 -2.050
C 2.642 1.929 -0.552
C 3.980 2.391 -0.499
C 4.634 2.404 0.691
C 3.993 1.845 1.820
C 2.734 1.305 1.689
N 2.068 1.416 0.521
C -0.197 4.627 0.680
C 0.413 5.859 0.919
C 0.251 6.872 0.058
C -0.528 6.620 -1.120
C -1.018 5.323 -1.334
N -1.005 4.381 -0.391
H 4.329 2.848 -1.413
H 5.642 2.833 0.745
H 4.470 1.934 2.783
H 2.154 0.927 2.526
H 1.051 5.919 1.797
H 0.756 7.813 0.273
H -0.669 7.388 -1.887
H -1.646 5.138 -2.181
N -5.141 2.140 3.386
C -4.487 1.985 2.421
C -3.778 1.851 1.197
C -4.433 2.077 -0.019
C -3.730 1.854 -1.190
C -2.408 1.540 -1.083
N -1.816 1.146 0.064
C -2.533 1.253 1.182
H -5.389 2.563 -0.032
H -4.165 2.213 -2.113
H -1.696 1.662 -1.927
H -2.118 0.839 2.095
C 0.825 -1.244 -2.374
Ge 0.145 -1.291 -0.515
C -1.648 -2.181 -0.905
C -2.339 -3.151 -0.134
C -3.610 -3.574 -0.451
C -4.192 -3.180 -1.628
C -3.541 -2.255 -2.443
C -2.264 -1.770 -2.104
C 0.911 -2.583 0.755
C 0.666 -2.312 2.071
C 1.185 -3.156 3.075
C 2.078 -4.165 2.735
C 2.357 -4.435 1.421
C 3.234 -5.515 1.082
C 3.468 -5.818 -0.240
C 2.892 -5.010 -1.248
C 2.037 -3.990 -0.968
C 1.727 -3.657 0.373
H 0.623 -2.183 -2.939
H 1.895 -1.034 -2.432
H 0.226 -0.446 -2.792
H -1.882 -3.546 0.786
H -4.142 -4.166 0.246
H -5.182 -3.505 -1.971
H -4.043 -1.845 -3.318
H -1.821 -1.016 -2.745
H 0.094 -1.415 2.335
H 1.026 -2.902 4.151
H 2.635 -4.690 3.540
H 3.780 -6.039 1.887
H 4.116 -6.665 -0.536
H 3.190 -5.187 -2.285
H 1.617 -3.432 -1.790
```

Values from the calculation:
<S²> ... 8.843
Energy above the lowest of the compared OMol25 structures with the same formula, charge and spin ... 0.0 kJ/mol
LUMO energy (spin up / spin down) ... -11.349 / -14.724 eV
Spin multiplicity ... 6
Charge ... +4
E_HOMO (spin up / spin down) ... -18.9 / -19.1 eV

=====

Q: What is the formula in the fifth record?
A: C33H27ClFN3O5Pt